C21H48N3O3 | ωB97M-V with the def2-TZVPD basis set

Each line ends with the Mulliken charge.
Cartesian coordinates (Å):
C: 5.88300 0.99365 -1.03240  -1.411
C: 4.45485 1.42253 -0.69466  -0.021
C: 3.49224 0.84853 -1.73820  -1.183
C: 2.05230 1.27497 -1.50166  -0.540
C: 1.41768 0.55896 -0.31168  -0.171
C: -0.05425 1.00280 -0.11070  0.621
C: -1.03778 -0.14737 -0.45312  -1.419
C: -2.23518 0.58274 -1.04716  0.656
O: -3.08025 -0.17971 -1.83669  -0.486
C: -4.07837 0.53976 -2.56802  -0.729
C: -5.08245 1.33454 -1.71744  -0.734
C: -5.12449 2.84490 -1.99877  -0.539
C: -4.52770 3.72703 -0.87693  -1.094
C: -1.66139 1.84971 -1.55057  -0.897
N: -0.53414 2.05778 -0.99338  0.147
H: 5.85647 -0.05307 -1.30535  0.344
H: 6.19114 1.53735 -1.91725  0.349
H: 6.56976 1.15785 -0.21545  0.385
H: 4.17183 1.06087 0.28803  0.144
H: 4.36572 2.50141 -0.74201  0.284
H: 3.60179 -0.23015 -1.79101  0.462
H: 3.81123 1.25228 -2.69475  0.405
H: 2.05867 2.34887 -1.34260  0.315
H: 1.47180 1.02813 -2.38834  0.330
H: 1.96743 0.82135 0.58703  -0.331
H: 1.46365 -0.51197 -0.44175  0.424
H: -0.28775 1.24797 0.91887  0.160
H: -0.62217 -0.90854 -1.10632  0.410
H: -1.37448 -0.69603 0.41422  0.387
H: -2.80096 0.92002 -0.15540  0.187
H: -4.61563 -0.21798 -3.11719  0.425
H: -3.60876 1.16466 -3.32643  0.398
H: -4.96237 1.14147 -0.65872  0.594
H: -6.05993 0.94328 -1.96514  0.353
H: -6.14951 3.15333 -2.15220  0.410
H: -4.61378 3.05780 -2.93139  0.386
H: -5.25780 4.36335 -0.39953  0.336
H: -4.01155 3.11690 -0.14404  0.305
H: -3.77738 4.39535 -1.29257  0.241
H: -2.07559 2.56553 -2.23417  0.587
H: -0.05530 2.92783 -1.20497  0.373
C: -1.74888 -6.62025 -1.84574  -1.433
C: -2.08198 -5.14565 -2.04767  0.379
C: -0.95200 -4.32878 -2.68920  -0.685
O: 0.12745 -4.01598 -1.82566  -0.273
C: 1.07914 -5.05368 -1.64606  -0.750
N: -2.51843 -4.57491 -0.76820  -0.694
H: -1.10502 -6.78011 -0.98163  0.291
H: -2.66153 -7.18864 -1.67318  0.364
H: -1.25309 -7.03811 -2.72381  0.349
H: -2.92994 -5.09543 -2.73670  0.389
H: -1.36826 -3.36281 -2.99152  0.282
H: -0.57768 -4.81531 -3.59884  0.419
H: 1.21057 -5.63768 -2.56016  0.334
H: 0.79647 -5.71347 -0.82403  0.263
H: 2.02976 -4.58694 -1.38970  0.234
H: -2.86046 -3.62965 -0.92178  0.217
H: -1.69424 -4.45813 -0.18387  0.329
C: 2.98270 2.38371 3.51720  -1.152
C: 1.79483 1.45474 3.75096  1.809
C: 0.89392 1.87140 4.92396  -0.961
O: 1.41923 1.59224 6.19984  -0.407
C: 2.35696 2.53246 6.69902  -0.629
N: 2.28486 0.08044 3.88522  -0.663
H: 3.78371 2.20906 4.23285  0.326
H: 3.40197 2.21742 2.52358  0.035
H: 2.68599 3.43230 3.58583  0.352
H: 1.17055 1.49522 2.84831  -0.788
H: -0.03055 1.28969 4.86053  0.372
H: 0.61223 2.93120 4.84933  0.424
H: 2.10797 3.55040 6.38650  0.300
H: 3.37319 2.28714 6.38392  0.234
H: 2.32114 2.48282 7.78581  0.260
H: 1.49392 -0.55687 3.92195  0.299
H: 2.71486 -0.00648 4.80269  0.310

For the energy relative to the best compared isomer or geometry (same formula, charge and spin), the calculation gives 68.0 kJ/mol. The total energy comes out at -33159.98015 eV. The charge is +1. Its largest force on an atom is 2.33 eV/A.

***

C6H9N2Si | ωB97M-V with the def2-TZVPD basis set

Each line ends with the Mulliken charge.
Cartesian coordinates (Å):
C: -2.88337 -0.22876 1.50701  -0.455
C: -2.37887 0.38462 0.38584  -0.613
C: -1.69692 -0.87134 2.14897  -0.274
C: -0.86478 0.12975 0.37108  0.527
C: -0.12764 0.48215 -0.69694  -0.081
C: 2.06383 -0.45697 0.00955  -0.945
N: -0.53986 -0.70776 1.51860  -0.474
N: 1.21150 0.20170 -0.94212  0.235
Si: 2.22152 0.67630 -2.32285  0.501
H: -3.92145 -0.39895 1.70018  0.416
H: -2.85028 0.99834 -0.31524  0.413
H: -1.65658 -1.16437 3.16809  0.419
H: -0.67588 0.97490 -1.59601  0.208
H: 2.97026 -1.02751 -0.43319  0.315
H: 1.48115 -1.11358 0.66409  0.412
H: 2.60841 0.32677 0.70637  0.329
H: 3.68247 0.55856 -2.38865  0.042
H: 1.35647 1.23613 -3.48479  0.026

For the energy relative to the best compared isomer or geometry (same formula, charge and spin), the calculation gives 290.0 kJ/mol. The total energy comes out at -17215.33202 eV. Its SMILES is C[N+](=[SiH2])/C=C1/C=CC=N1. The charge is +1. Its largest force on an atom is 4.49 eV/A.

***

C3H10NOS | ωB97M-V with the def2-TZVPD basis set

Each line ends with the Mulliken charge.
Cartesian coordinates (Å):
C: -0.97922 1.17986 2.01202  -0.523
C: 0.43542 0.81631 1.55043  -0.591
S: 0.44891 -0.31216 0.12346  -0.665
N: -1.84729 0.03522 2.26749  -0.610
H: -1.44174 1.78488 1.22871  0.228
H: -0.92626 1.78280 2.93205  0.313
H: 0.97907 0.38194 2.39652  0.226
H: 0.94358 1.74626 1.28008  0.275
H: -1.69006 -0.33814 3.19437  0.225
H: -1.58129 -0.69256 1.60396  0.241
C: 0.85363 -1.31148 -3.33905  -0.511
O: 1.43997 -0.10846 -2.90814  -0.470
H: 1.48043 -1.75509 -4.12441  0.220
H: 0.76087 -2.02578 -2.52424  0.210
H: -0.15336 -1.14022 -3.75033  0.210
H: 1.27734 -0.04339 -1.94291  0.223

For the energy relative to the best compared isomer or geometry (same formula, charge and spin), the calculation gives 61.3 kJ/mol. The total energy comes out at -17646.80742 eV. The charge is -1. Its largest force on an atom is 0.34 eV/A.

***

C4H11NO | ωB97M-V with the def2-TZVPD basis set

Each line ends with the Mulliken charge.
Cartesian coordinates (Å):
C: 0.14623 -0.10331 0.76547  -1.079
C: -0.36274 0.51143 -0.65329  -0.498
C: -0.64235 -0.46824 -1.70802  0.552
C: -0.94440 -1.79762 -1.44933  -0.942
N: -0.60885 -0.04627 -3.01398  -0.470
H: -0.69148 -0.70486 1.18152  0.330
H: 0.88722 -0.89992 0.56835  0.277
H: 0.55452 0.75550 1.31310  0.336
H: -1.21245 1.06064 -0.51648  0.317
H: 0.36348 1.22838 -1.09194  0.310
H: -0.39591 -2.48217 -0.84257  0.272
H: -1.71696 -2.24742 -2.16186  0.178
H: -1.06029 -0.62086 -3.73333  0.216
H: -0.25804 0.89089 -3.45195  0.206
H: 1.28173 0.77285 4.93124  0.320
H: 2.57595 1.06061 4.31053  0.326
O: 1.84422 1.58209 4.85779  -0.650

For the energy relative to the best compared isomer or geometry (same formula, charge and spin), the calculation gives 287.9 kJ/mol. The total energy comes out at -7861.56919 eV. Its SMILES is C=C(N)CC.O. Its largest force on an atom is 4.52 eV/A.

***

C31H27ClN5ORhS2 | ωB97M-V with the def2-TZVPD basis set

Each line ends with the Mulliken charge.
Cartesian coordinates (Å):
Rh: 0.82134 -0.97951 0.13568  0.289
Cl: 1.25675 -2.24736 -6.97751  -0.182
C: 0.82740 -2.11046 -5.31110  0.157
C: -0.53322 -2.12284 -4.93393  -0.685
C: -0.91353 -2.00930 -3.62293  -0.232
C: 0.04190 -1.88239 -2.59795  0.406
O: -0.35538 -1.71957 -1.36568  -0.694
C: 1.40763 -1.93457 -2.97947  0.403
C: 2.41159 -2.00148 -2.01443  -0.035
N: 2.23748 -2.12490 -0.70608  -0.457
C: 3.30038 -2.53273 0.13439  -0.333
C: 4.25578 -3.44709 -0.20878  -0.053
C: 5.26868 -3.79347 0.71211  -0.879
C: 5.31653 -3.20407 1.94014  -0.934
C: 4.33022 -2.25912 2.31399  0.997
C: 4.32302 -1.59403 3.55635  -0.550
C: 3.32037 -0.70949 3.84172  -1.186
C: 2.31130 -0.48853 2.89680  -0.009
N: 2.28458 -1.08054 1.71842  0.214
C: 3.30023 -1.95390 1.40876  0.225
C: 1.77671 -2.00947 -4.35688  -1.158
H: -1.28680 -2.22071 -5.70695  0.448
H: -1.96018 -2.00096 -3.34387  0.466
H: 3.43991 -1.98368 -2.37402  0.741
H: 4.21623 -3.92553 -1.18029  0.636
H: 6.00626 -4.53506 0.43441  0.427
H: 6.09841 -3.45627 2.64601  0.430
H: 5.11566 -1.78560 4.27157  0.472
H: 3.28735 -0.18134 4.78476  0.439
H: 1.50433 0.19535 3.11608  0.686
H: 2.82566 -2.03163 -4.63210  0.454
N: -0.37119 0.68514 -0.31751  0.016
S: -0.75195 2.24511 -0.34556  0.022
C: -1.16880 2.53073 -2.06274  0.468
C: -1.87532 3.68545 -2.37950  -0.695
C: -2.23325 3.89700 -3.70018  -0.597
C: -1.88115 2.96963 -4.67655  -0.651
C: -1.15146 1.83885 -4.34351  -0.442
C: -0.78189 1.61120 -3.02223  -0.195
C: -2.38269 2.42600 0.37473  0.500
C: -3.45277 1.69650 -0.13207  -0.402
C: -4.68009 1.78792 0.50229  -0.748
C: -4.83108 2.60105 1.62432  -0.550
C: -3.75817 3.33116 2.11275  -0.554
C: -2.51991 3.24499 1.48387  -0.503
H: -1.13132 0.14201 -0.72942  0.335
H: -2.15117 4.39976 -1.61121  0.434
H: -2.78233 4.78945 -3.96904  0.417
H: -2.17715 3.13472 -5.70609  0.413
H: -0.85220 1.13387 -5.10872  0.468
H: -0.20741 0.73626 -2.74720  0.505
H: -3.33915 1.07576 -1.01505  0.422
H: -5.52266 1.22788 0.11660  0.463
H: -5.79820 2.67392 2.10651  0.447
H: -3.88291 3.97320 2.97636  0.502
H: -1.67546 3.83249 1.83294  0.535
S: -0.88670 -1.71129 1.63007  -0.162
C: -1.06976 -0.58692 2.90298  0.614
N: -0.58733 0.64299 2.98500  0.146
C: -0.93294 1.29913 4.25678  -0.448
C: -1.74934 0.21046 4.98474  -0.535
N: -1.74952 -0.88334 4.00236  -0.252
H: -0.15125 1.09250 2.19831  0.115
H: -1.51747 2.19371 4.08331  0.214
H: -0.03646 1.57581 4.80796  0.309
H: -2.76500 0.52818 5.20576  0.347
H: -1.27808 -0.10982 5.90931  0.315
H: -2.15307 -1.79122 4.17039  0.221

For the energy relative to the best compared isomer or geometry (same formula, charge and spin), the calculation gives 47.7 kJ/mol. The total energy comes out at -79270.27137 eV. The charge is +2. Its largest force on an atom is 1.20 eV/A.

***

C2H9NS2 | ωB97M-V with the def2-TZVPD basis set

Each line ends with the Mulliken charge.
Cartesian coordinates (Å):
C: -0.27670 -4.59015 -1.23454  -0.681
N: 0.59149 -3.51658 -1.68934  -0.533
H: -1.25264 -4.64469 -1.73596  0.245
H: -0.46207 -4.45784 -0.16906  0.248
H: 0.11057 -5.59707 -1.36604  0.296
H: 1.05184 -3.66568 -2.55567  0.217
H: -0.01341 -2.71123 -1.81324  0.209
C: 1.07046 1.28298 -0.63342  -0.706
S: -0.46769 2.03311 -0.11690  -0.073
S: -0.30562 1.87430 2.00053  -0.229
H: 1.88772 1.99702 -0.62583  0.283
H: 0.95804 0.85998 -1.62962  0.269
H: 1.14065 0.49046 0.10655  0.282
H: -1.19076 0.85921 2.01156  0.174

For the energy relative to the best compared isomer or geometry (same formula, charge and spin), the calculation gives 74.7 kJ/mol. The total energy comes out at -25379.94025 eV. Its SMILES is CSS.CN. Its largest force on an atom is 1.35 eV/A.